Formula: C3H8NO2
Source: the OMol25 dataset
Level of theory: the ωB97M-V functional and the def2-TZVPD basis

Last column: Löwdin charge in e.
CARTESIAN COORDINATES (ANGSTROEM)
1 C -1.45825 -1.93103 -0.38635  -0.0324
2 C 3.27115 1.42906 0.23341  -0.0567
3 C -1.74932 -0.56695 -0.14665  -0.0075
4 N -0.88153 0.32483 0.21737  0.0498
5 O -1.28314 1.61582 0.25136  0.0780
6 O 2.04646 1.27439 0.24696  -0.0656
7 H -2.14740 -2.69477 -0.04800  0.1121
8 H -1.45460 -2.34072 -1.38192  0.1130
9 H -0.50544 -2.39066 -0.07402  0.1169
10 H 4.01864 0.67307 -0.09004  0.1014
11 H 3.59677 2.40310 0.60231  0.0876
12 H -0.79502 2.28108 0.78766  0.1697
13 H 0.05253 0.01603 0.28761  0.1418
14 H -2.71086 -0.09326 -0.49971  0.1919

Cartesian forces (eV/Å) of the 2 atoms listed first:
C 1.6 -3.7 0.2
C -2.2 0.3 0.4

Output
E: -8815.5730 eV
frontier orbital gap: 9.41 eV
charge: +1
molar mass: 90.10 g mol⁻¹
ΔE to the lowest compared entry with this formula, charge and spin: 422.54 kJ/mol

Formula: C6H13NO4
Source: the OMol25 dataset
Level of theory: the ωB97M-V functional and the def2-TZVPD basis

Last column: Löwdin charge in e.
CARTESIAN COORDINATES (ANGSTROEM)
1 O -1.07375 -1.68898 -1.39635  -0.1187
2 C 0.07644 -0.98176 -1.99696  -0.1562
3 C 0.61210 0.15521 -1.10742  -0.2768
4 N -0.38766 1.24917 -1.02014  0.0111
5 C -1.30447 1.05079 0.08372  -0.1551
6 C -0.74984 0.67056 1.49521  -0.3158
7 O -0.24872 1.82759 2.16635  -0.0482
8 C 0.17793 -0.49118 1.33740  -0.2806
9 O -0.52671 -1.76198 1.29015  -0.0064
10 C 1.14835 -0.27693 0.19765  -0.3048
11 O 2.14604 0.69500 0.60142  -0.0616
12 H -0.98823 -2.53887 -1.94422  0.1347
13 H -0.31870 -0.57474 -2.99821  0.1458
14 H 0.91278 -1.70070 -2.16571  0.1273
15 H 1.45674 0.49022 -1.71435  0.1558
16 H 0.07278 2.10034 -0.84302  0.0880
17 H -1.87121 2.00777 0.17026  0.1309
18 H -2.04755 0.27527 -0.31801  0.1358
19 H -1.62438 0.37647 2.12977  0.1654
20 H 0.59252 2.11144 1.65155  0.1232
21 H 0.83573 -0.51691 2.21454  0.1529
22 H -0.91088 -1.90793 0.42258  0.0438
23 H 1.66453 -1.19587 0.10890  0.1426
24 H 2.35615 0.62602 1.63491  0.1665

Cartesian forces (eV/Å) of the 2 atoms listed first:
O 1.6 -1.8 -2.1
C -0.8 0.3 -0.4

Output
E: -16111.4396 eV
frontier orbital gap: 9.52 eV
structure (SMILES): OC[C@H]1NC[C@H](O)[C@@H](O)[C@@H]1O
molar mass: 163.17 g mol⁻¹
ΔE to the lowest compared entry with this formula, charge and spin: 131.12 kJ/mol

Formula: CH3BBr2O2
Source: the OMol25 dataset
Level of theory: the ωB97M-V functional and the def2-TZVPD basis

Last column: Löwdin charge in e.
CARTESIAN COORDINATES (ANGSTROEM)
1 B -0.45504 -0.19043 -0.13620  -0.9095
2 C -2.06524 -0.49582 -0.76730  -0.9304
3 O -0.32238 -0.81861 1.14217  -0.0078
4 O 0.41267 -0.47990 -1.26998  -0.0465
5 Br -2.43664 0.13564 -2.49002  0.7588
6 Br -3.49892 -0.35892 0.43789  0.7514
7 H -0.70294 1.02731 -0.36605  0.1447
8 H 0.38667 -1.53601 1.37192  0.1454
9 H 0.89147 -1.33585 -1.16417  0.0939

Cartesian forces (eV/Å) of the 2 atoms listed first:
B 0.8 -2.0 -1.5
C -0.2 1.7 0.5

Output
E: -145940.7709 eV
frontier orbital gap: 7.58 eV
molar mass: 217.65 g mol⁻¹
ΔE to the lowest compared entry with this formula, charge and spin: 365.44 kJ/mol

Formula: C9H14Si
Source: the OMol25 dataset
Level of theory: the ωB97M-V functional and the def2-TZVPD basis

Last column: Löwdin charge in e.
CARTESIAN COORDINATES (ANGSTROEM)
1 C 1.77526 -1.76799 -0.00010  -0.1724
2 Si 1.13834 0.02908 0.00006  0.5888
3 C 1.74069 0.94230 1.56253  -0.1760
4 C 1.74031 0.94243 -1.56248  -0.1760
5 C -0.73878 -0.00746 0.00015  -0.3028
6 C -1.80916 1.11212 0.00013  -0.1247
7 C -2.75824 0.22356 0.75295  -0.1144
8 C -2.75812 0.22365 -0.75297  -0.1144
9 C -1.71030 -0.90087 -0.74840  -0.1214
10 C -1.71042 -0.90096 0.74842  -0.1214
11 H 2.86040 -1.80053 -0.00005  0.0231
12 H 1.43150 -2.30945 0.87577  0.0231
13 H 1.43160 -2.30924 -0.87615  0.0231
14 H 2.82502 0.98307 1.60185  0.0212
15 H 1.37359 1.96375 1.58644  0.0220
16 H 1.39703 0.45055 2.46744  0.0235
17 H 2.82463 0.98338 -1.60199  0.0212
18 H 1.39657 0.45064 -2.46734  0.0236
19 H 1.37304 1.96382 -1.58631  0.0220
20 H -1.71316 2.18259 0.00020  0.1266
21 H -3.53862 0.46892 1.45012  0.1256
22 H -3.53838 0.46909 -1.45024  0.1256
23 H -1.51628 -1.69614 -1.44476  0.1269
24 H -1.51653 -1.69632 1.44473  0.1269

Cartesian forces (eV/Å) of the 2 atoms listed first:
C -0.3 0.7 0.0
Si 0.0 0.0 0.0

Output
E: -17434.1628 eV
frontier orbital gap: 9.49 eV
structure (SMILES): C[Si](C)(C)[C@@]12[C@@H]3[C@H]4[C@@H]3[C@@H]1[C@H]42
molar mass: 150.30 g mol⁻¹
ΔE to the lowest compared entry with this formula, charge and spin: 379.48 kJ/mol

Formula: C26H43F5P2Y
Source: the OMol25 dataset
Level of theory: the ωB97M-V functional and the def2-TZVPD basis

Last column: Löwdin charge in e.
CARTESIAN COORDINATES (ANGSTROEM)
1 Y -0.22743 0.00536 2.30088  1.3247
2 C -0.62263 -2.28910 3.09725  -0.3256
3 C 0.73161 -2.34031 2.63175  -0.3023
4 C 0.64817 -0.85673 4.41778  -0.3170
5 C -0.67057 -1.39893 4.22922  -0.3204
6 C 1.51150 -1.45340 3.43590  -0.3084
7 C -1.77266 -3.07033 2.56277  -0.0339
8 H -1.55041 -3.51978 1.58749  0.0717
9 H -2.67084 -2.44941 2.43426  0.0814
10 H -2.02009 -3.88042 3.26407  0.1041
11 C -1.84529 -1.16272 5.11258  -0.0166
12 H -2.77130 -1.52017 4.64748  0.0855
13 H -1.96897 -0.09860 5.33897  0.0669
14 H -1.73107 -1.69354 6.06980  0.1051
15 C 1.06902 0.07664 5.49783  -0.0161
16 H 1.02604 -0.41211 6.48244  0.1035
17 H 0.42785 0.96764 5.54613  0.0824
18 H 2.09773 0.42149 5.33761  0.0815
19 C 2.99175 -1.31505 3.37946  -0.0384
20 H 3.48044 -1.92121 4.15927  0.1057
21 H 3.29893 -0.27312 3.52635  0.0699
22 H 3.39305 -1.64333 2.41437  0.0683
23 C 1.27812 -3.24945 1.58905  -0.0299
24 H 1.68549 -4.17364 2.02843  0.1052
25 H 2.09195 -2.76841 1.03291  0.0712
26 H 0.50723 -3.53124 0.86682  0.0661
27 C -1.93540 0.70405 -4.77920  -0.1099
28 C -1.82665 -0.63095 -4.85102  -0.1356
29 C -0.90498 -1.38839 -5.76190  -0.1777
30 C 0.43681 -0.70203 -6.12636  -0.1957
31 C 1.22330 -0.16707 -4.96863  -0.0993
32 C 1.11958 1.04979 -4.41650  -0.1475
33 C 0.19312 2.14790 -4.83983  -0.1771
34 C -1.12064 1.71056 -5.53668  -0.1891
35 H -1.41559 -1.62256 -6.71254  0.1246
36 H 0.26751 0.05755 -6.89897  0.1016
37 H -0.68416 -2.36288 -5.29774  0.1098
38 H -0.90280 1.39085 -6.56252  0.1018
39 H -2.73535 1.15320 -4.17349  0.1034
40 H -2.54355 -1.26127 -4.30683  0.1011
41 H -1.74016 2.61736 -5.61765  0.1158
42 H -0.06274 2.75082 -3.95281  0.1019
43 H 1.82640 1.33206 -3.62404  0.0914
44 H 0.72063 2.83567 -5.52310  0.1254
45 H 1.06356 -1.48157 -6.58728  0.1146
46 H 1.99690 -0.85750 -4.60840  0.1077
47 P -0.91764 -0.19322 -0.40792  0.8086
48 P 1.78184 1.18080 0.71856  0.7947
49 C -0.08166 1.08347 -1.45571  -0.3888
50 C 0.95974 1.98029 -0.74647  -0.3757
51 H -0.87203 1.71311 -1.89218  0.0859
52 H 0.38224 0.53596 -2.28816  0.0494
53 H 1.76045 2.27821 -1.44160  0.0776
54 H 0.48019 2.91196 -0.40170  0.0873
55 C 2.65919 2.54958 1.54799  -0.2493
56 H 3.38777 2.11635 2.24979  0.0494
57 H 1.95655 3.18628 2.10520  0.0413
58 H 3.19781 3.14976 0.80068  0.0628
59 C 3.23770 0.42617 -0.09402  -0.2525
60 H 3.66426 1.16106 -0.79125  0.0560
61 H 2.94983 -0.47810 -0.64647  0.0455
62 H 3.99677 0.17520 0.65974  0.0467
63 C -2.65652 0.41278 -0.49726  -0.2527
64 H -3.30220 -0.28595 0.05885  0.0494
65 H -2.95853 0.42345 -1.55881  0.0496
66 H -2.76372 1.42234 -0.06809  0.0477
67 C -1.08687 -1.65545 -1.48285  -0.2479
68 H -0.12770 -2.19149 -1.52073  0.0475
69 H -1.38676 -1.35309 -2.49849  0.0192
70 H -1.85881 -2.31009 -1.04957  0.0553
71 F -1.27712 2.99663 1.60952  -0.0339
72 C -1.10447 2.36163 2.84654  -0.4046
73 F -0.23451 3.16331 3.57537  -0.0088
74 C -2.45980 2.39095 3.53370  -0.5541
75 F -3.07305 3.59373 3.49186  0.1495
76 F -3.31294 1.47742 2.94759  0.0876
77 F -2.30341 2.05121 4.85055  0.1057

Cartesian forces (eV/Å) of the 2 atoms listed first:
Y -0.5 1.7 -0.4
C 1.0 0.1 0.7

Output
E: -60863.0764 eV
frontier orbital gap: 8.06 eV
charge: +1
molar mass: 601.47 g mol⁻¹
ΔE to the lowest compared entry with this formula, charge and spin: 0.00 kJ/mol

Formula: C4H6O2
Source: the OMol25 dataset
Level of theory: the ωB97M-V functional and the def2-TZVPD basis

Last column: Löwdin charge in e.
CARTESIAN COORDINATES (ANGSTROEM)
1 C 2.24540 -0.69841 -0.02987  0.1382
2 C 1.22519 -0.06033 0.00709  -0.0774
3 C -0.03407 0.68888 0.14963  -0.3882
4 O -0.54973 0.53738 1.46784  -0.0253
5 C -1.12013 0.14595 -0.77529  -0.2278
6 O -1.26742 -1.24558 -0.65976  -0.0458
7 H 3.14312 -1.27441 -0.08046  0.0321
8 H 0.14377 1.75097 -0.08465  0.1496
9 H 0.18792 0.59202 2.08851  0.1011
10 H -2.05011 0.67822 -0.52182  0.1263
11 H -0.86122 0.36501 -1.81532  0.1290
12 H -1.06271 -1.47970 0.25409  0.0882

Cartesian forces (eV/Å) of the 2 atoms listed first:
C -0.4 0.3 0.0
C 0.5 -0.2 0.0

Output
E: -8337.8080 eV
frontier orbital gap: 11.07 eV
structure (SMILES): C#C[C@H](O)CO
molar mass: 86.09 g mol⁻¹
ΔE to the lowest compared entry with this formula, charge and spin: 255.99 kJ/mol